A structure of composition C28H42AsGeN4O4S4SeW, computed with wB97M-V/def2-TZVPD.

```
86
Properties=species:S:1:pos:R:3:forces:R:3
W 0.173 -0.938 0.476 -0.227 0.044 -0.005
C -1.489 2.243 1.486 0.024 -0.019 0.022
C -1.074 2.212 0.029 -0.029 0.049 -0.099
C -2.291 2.619 -0.806 -0.029 -0.018 0.032
C 0.060 3.202 -0.199 -0.004 0.063 0.014
O -0.640 0.879 -0.395 0.106 -0.361 0.215
Ge -0.762 0.519 -2.338 0.045 0.145 0.023
O -2.240 -0.503 -2.057 0.041 -0.093 -0.007
C -3.294 -0.849 -2.947 -0.021 0.041 0.007
C -3.251 -2.358 -3.170 -0.015 -0.025 0.004
C -4.602 -0.474 -2.254 -0.014 0.006 -0.012
C -3.191 -0.110 -4.280 0.004 0.005 -0.009
O 0.610 -0.770 -1.755 0.060 -0.034 -0.078
C 1.220 -1.635 -2.779 0.022 0.024 0.026
C 1.085 -3.126 -2.474 -0.041 0.002 -0.030
C 0.536 -1.393 -4.127 -0.016 -0.004 -0.025
C 2.695 -1.268 -2.943 -0.019 -0.013 -0.030
H -2.341 1.591 1.649 0.008 0.040 -0.018
H -0.682 1.941 2.148 -0.008 -0.018 0.004
H -1.781 3.266 1.732 0.027 0.000 0.002
H -2.690 3.556 -0.414 -0.001 -0.003 -0.009
H -3.068 1.856 -0.745 0.011 -0.026 -0.002
H -2.038 2.785 -1.854 -0.004 -0.003 -0.011
H -0.300 4.208 0.023 0.003 0.018 -0.019
H 0.400 3.182 -1.236 -0.008 -0.006 0.017
H 0.904 2.989 0.456 -0.054 0.023 -0.019
H -3.305 -2.875 -2.209 0.003 0.006 -0.005
H -2.325 -2.658 -3.664 -0.007 0.003 0.006
H -4.089 -2.687 -3.788 0.007 0.001 -0.003
H -4.665 -0.972 -1.286 0.009 0.003 0.001
H -5.464 -0.770 -2.856 0.004 0.000 0.004
H -4.649 0.604 -2.093 0.005 0.003 0.001
H -2.267 -0.359 -4.806 -0.006 0.001 0.007
H -3.214 0.971 -4.123 -0.004 -0.002 -0.002
H -4.027 -0.378 -4.928 0.000 -0.001 0.009
H 0.048 -3.454 -2.548 -0.001 0.020 0.029
H 1.480 -3.393 -1.498 0.003 -0.002 0.015
H 1.655 -3.669 -3.231 -0.003 0.007 0.019
H -0.532 -1.606 -4.072 0.023 -0.004 0.001
H 0.968 -2.074 -4.862 0.003 0.008 -0.001
H 0.681 -0.375 -4.491 0.007 0.000 -0.001
H 3.235 -1.302 -2.001 0.006 -0.001 0.040
H 2.801 -0.274 -3.380 0.017 -0.006 0.014
H 3.163 -1.977 -3.628 0.001 0.006 0.006
S 1.000 -4.782 2.100 0.005 0.009 0.036
As 1.312 -2.679 2.034 -0.150 0.038 -0.100
S -0.928 -2.600 -0.149 -0.030 -0.170 -0.046
S 2.498 -1.897 0.421 -0.056 0.101 -0.078
S 2.091 -2.707 4.002 -0.011 -0.040 0.042
Se 6.981 3.031 3.321 -0.040 -0.030 -0.009
N 5.526 2.317 4.069 0.050 0.035 -0.024
C 4.717 2.000 3.096 -0.013 -0.006 -0.013
C 3.409 1.391 3.304 -0.014 -0.010 -0.001
C 2.900 1.192 4.588 0.033 0.022 -0.007
C 1.659 0.629 4.714 -0.038 -0.013 0.028
C 0.984 0.242 3.561 -0.011 -0.009 -0.014
N 1.440 0.424 2.331 0.084 0.093 0.046
C 2.645 1.018 2.198 0.032 0.000 0.019
C 3.105 1.338 0.839 0.025 -0.009 0.026
N 2.266 1.044 -0.156 -0.032 0.074 -0.074
C 2.575 1.453 -1.372 0.015 -0.020 0.000
C 3.759 2.119 -1.685 -0.031 -0.003 -0.055
C 4.654 2.375 -0.676 0.027 -0.001 0.059
C 4.320 1.993 0.623 -0.001 0.010 -0.012
C 5.176 2.293 1.762 -0.002 -0.013 0.003
N 6.354 2.844 1.661 0.019 0.019 0.041
H 3.493 1.484 5.444 -0.005 -0.002 0.000
H 1.209 0.436 5.678 0.014 0.006 0.003
H 0.031 -0.252 3.625 -0.047 -0.006 0.004
H 1.848 1.242 -2.143 0.010 0.000 0.010
H 3.953 2.418 -2.706 0.009 0.005 0.004
H 5.594 2.881 -0.852 -0.004 0.000 -0.007
C -3.420 -1.166 1.580 -0.046 -0.014 0.022
C -2.235 -1.122 2.539 -0.021 0.050 -0.036
C -1.905 -2.504 3.086 0.031 -0.009 -0.016
C -2.591 -0.212 3.718 0.027 -0.002 -0.004
O -1.101 -0.539 1.849 0.171 -0.007 0.030
H -3.222 -1.795 0.715 0.023 -0.001 -0.011
H -4.291 -1.568 2.101 -0.009 0.007 -0.017
H -3.663 -0.164 1.220 0.020 0.011 -0.003
H -2.763 -2.876 3.650 -0.001 0.012 -0.001
H -1.053 -2.466 3.768 0.010 0.011 0.003
H -1.689 -3.226 2.302 0.004 -0.005 0.005
H -3.485 -0.602 4.207 -0.002 -0.002 -0.011
H -2.798 0.807 3.399 0.001 -0.007 0.019
H -1.799 -0.189 4.467 0.022 -0.005 0.006
```
Forces are in eV/Å.

Results
- highest occupied orbital energy (alpha / beta) (eV) = -7.85 / -7.74
- 2S+1 = 2
- charge = 0
- gap between HOMO and LUMO (alpha / beta) (eV) = 6.90 / 6.12
- <S²> = 0.758
- E (Eh) = -9986.23084
- energy relative to the best compared isomer or geometry (same formula, charge and spin) (kcal/mol) = 0.0
- LUMO level (alpha / beta) (eV) = -0.95 / -1.62

A structure of composition C28H42AsNOOsSSi, computed with wB97M-V/def2-TZVPD.

```
76
Properties=species:S:1:pos:R:3:forces:R:3
Os 0.127 0.470 0.956 -2.004 -2.227 -0.455
C 0.340 0.896 3.094 0.519 1.102 -0.333
C -1.079 0.859 2.806 0.665 0.976 0.876
C -1.423 -0.492 2.610 0.177 -0.084 -1.144
C -0.227 -1.291 2.727 0.051 0.225 -0.608
C 0.857 -0.431 2.955 0.153 0.437 0.632
C 2.250 -0.824 3.331 0.023 -0.026 -0.165
C -0.157 -2.771 2.789 -0.156 -0.089 -0.134
C -2.818 -1.002 2.492 0.055 -0.228 -0.217
C -2.067 1.947 3.098 0.085 0.098 -0.218
C 1.125 2.023 3.683 -0.061 -0.088 0.211
H 2.994 -0.177 2.866 0.002 0.017 0.018
H 2.474 -1.851 3.050 0.009 0.012 -0.019
H 2.370 -0.735 4.413 -0.026 -0.020 -0.018
H -0.977 -3.252 2.260 0.003 -0.028 0.020
H -0.224 -3.055 3.845 0.007 0.033 -0.019
H 0.785 -3.153 2.406 -0.001 0.002 0.009
H -3.047 -1.332 1.478 -0.002 0.003 0.007
H -3.542 -0.241 2.772 0.013 0.004 0.011
H -2.949 -1.865 3.147 -0.018 0.024 0.000
H -2.867 1.978 2.359 0.000 0.012 0.005
H -1.596 2.926 3.135 -0.014 -0.037 0.000
H -2.520 1.767 4.076 0.012 -0.022 0.000
H 2.098 2.125 3.204 -0.021 0.006 -0.012
H 1.303 1.810 4.741 0.001 0.056 0.016
H 0.599 2.971 3.619 0.028 -0.002 -0.015
C 0.376 3.689 0.818 0.123 0.146 0.017
Si -0.569 3.213 -0.708 0.096 0.081 0.476
C -2.268 3.941 -0.683 -0.114 0.036 -0.121
C 0.471 3.658 -2.187 -0.105 -0.066 -0.198
N -0.710 1.388 -0.637 0.829 -0.273 1.873
C -1.243 0.667 -1.673 -0.496 -0.476 -0.612
C -1.751 1.274 -2.848 0.011 -0.005 0.372
C -2.169 0.529 -3.924 0.008 -0.135 -0.086
C -2.098 -0.863 -3.875 0.079 -0.019 0.182
C -1.649 -1.502 -2.726 -0.106 -0.062 -0.418
C -1.258 -0.750 -1.636 0.041 0.238 0.273
O -0.835 -1.309 -0.457 -0.249 0.159 -0.601
C -0.853 -2.712 -0.345 0.235 0.014 -0.089
C -2.058 -3.373 -0.211 -0.094 -0.017 0.014
C -2.044 -4.755 -0.075 0.023 0.011 0.017
C -0.837 -5.447 -0.075 0.001 0.020 -0.009
C 0.360 -4.757 -0.208 -0.024 -0.012 0.018
C 0.357 -3.374 -0.345 0.048 -0.048 -0.083
H 0.752 4.712 0.713 -0.096 0.029 -0.037
H 1.248 3.051 0.991 -0.087 0.092 -0.001
H -0.263 3.668 1.700 0.082 -0.010 -0.033
H -2.206 5.008 -0.453 -0.010 -0.027 0.008
H -2.878 3.466 0.089 0.015 0.040 0.002
H -2.796 3.841 -1.633 -0.040 0.034 0.043
H 0.927 4.638 -2.027 -0.015 -0.027 0.048
H -0.091 3.709 -3.119 0.054 -0.005 -0.023
H 1.278 2.935 -2.316 0.001 0.042 -0.015
H -1.806 2.350 -2.903 -0.001 -0.001 -0.005
H -2.552 1.023 -4.807 0.021 -0.004 0.013
H -2.404 -1.457 -4.725 -0.046 0.014 0.018
H -1.619 -2.582 -2.683 -0.004 0.032 -0.008
H -2.991 -2.824 -0.236 0.004 -0.019 -0.015
H -2.978 -5.290 0.027 0.012 -0.001 -0.011
H -0.834 -6.524 0.017 0.001 0.017 0.027
H 1.299 -5.296 -0.205 -0.011 0.010 -0.004
H 1.276 -2.806 -0.435 -0.002 -0.010 0.004
C 3.942 1.696 -2.260 0.011 0.036 0.035
As 2.875 0.131 -1.968 -0.199 0.073 -0.199
C 1.486 0.033 -3.284 0.092 -0.019 -0.046
C 4.036 -1.362 -2.255 0.045 -0.042 0.053
S 2.317 0.014 0.114 0.245 -0.008 0.699
H 4.454 1.600 -3.217 -0.026 -0.017 -0.014
H 4.671 1.749 -1.455 0.030 0.028 0.009
H 3.324 2.589 -2.258 0.027 -0.005 0.030
H 1.962 0.072 -4.264 0.022 -0.003 0.003
H 0.794 0.862 -3.174 0.057 -0.005 -0.038
H 0.957 -0.910 -3.165 0.025 0.020 -0.034
H 4.577 -1.210 -3.188 -0.012 0.007 -0.012
H 3.453 -2.279 -2.311 -0.032 -0.003 0.023
H 4.738 -1.420 -1.427 0.029 -0.016 0.009
```
Forces are in eV/Å.

Results
- highest occupied orbital energy (alpha / beta) (eV) = -13.38 / -13.35
- charge = +2
- gap between HOMO and LUMO (alpha / beta) (eV) = 5.69 / 5.65
- E (Eh) = -4235.76086
- energy relative to the best compared isomer or geometry (same formula, charge and spin) (kcal/mol) = 32.6
- LUMO level (alpha / beta) (eV) = -7.69 / -7.70

A structure of composition C28H42CdN4O6S2, computed with wB97M-V/def2-TZVPD.

```
83
Properties=species:S:1:pos:R:3:forces:R:3
Cd 0.292 -0.663 0.501 -0.060 0.370 -0.430
C -1.932 1.641 1.118 -0.734 -0.142 0.465
C -2.913 -0.343 -0.316 -0.728 0.177 0.228
O -1.731 -1.045 -0.672 0.369 0.092 -0.013
C -1.867 -1.672 -1.938 0.345 -0.179 -0.370
C -0.570 -2.421 -2.237 -0.415 -0.023 0.129
O 0.584 -1.650 -1.948 -0.189 0.288 0.045
C 1.007 -0.732 -2.940 0.144 0.532 0.030
C 0.385 0.674 -2.827 -0.195 -0.559 -0.416
O 0.426 1.193 -1.505 0.219 -0.295 0.248
C 1.233 2.344 -1.269 0.206 0.251 0.490
C 2.404 2.029 -0.324 -0.192 -0.089 -0.575
O 2.041 1.244 0.804 -0.180 -0.147 -0.110
C 1.635 1.950 1.967 -0.431 0.078 0.385
C 0.184 2.437 1.880 0.497 0.142 -0.087
O -0.576 1.354 1.340 0.221 0.098 -0.235
H -2.305 2.236 1.964 0.122 -0.187 -0.111
H -1.459 2.117 -0.820 0.036 0.024 -0.097
H -3.139 0.406 -1.085 0.071 -0.138 0.014
H -3.758 -1.046 -0.300 0.236 0.104 0.078
H -2.069 -0.922 -2.715 -0.060 -0.013 0.161
H -2.708 -2.375 -1.918 0.092 0.056 -0.019
H -0.561 -2.747 -3.281 -0.029 -0.073 0.054
H -0.503 -3.298 -1.588 -0.001 0.035 -0.132
H 0.800 -1.122 -3.944 0.056 0.019 0.076
H 2.092 -0.664 -2.811 -0.093 0.053 -0.081
H -0.670 0.645 -3.126 0.185 0.025 -0.001
H 0.915 1.327 -3.526 -0.069 -0.010 0.057
H 0.583 3.115 -0.840 0.085 -0.071 -0.071
H 1.644 2.742 -2.201 -0.048 -0.055 0.038
H 2.875 2.967 -0.008 0.013 -0.120 -0.021
H 3.136 1.426 -0.868 -0.005 0.101 0.058
H 2.306 2.792 2.165 -0.067 -0.101 0.011
H 1.726 1.223 2.780 0.026 0.146 -0.034
H 0.093 3.321 1.236 -0.061 -0.157 0.088
H -0.185 2.695 2.880 0.045 -0.054 -0.143
C -3.480 3.518 -1.747 -0.103 0.210 0.113
C -3.359 2.776 -0.462 -0.439 -0.266 0.510
N -2.090 2.403 -0.077 -0.082 0.145 -0.163
C -2.871 0.341 1.069 0.399 0.063 -0.285
C -4.250 0.875 1.287 -0.132 0.452 -0.320
S -4.722 2.222 0.354 0.873 -0.304 -0.252
C -2.430 -0.647 2.119 -0.897 0.046 0.405
C -3.207 -1.113 3.134 0.229 -0.022 -0.044
S -2.344 -2.197 4.134 0.349 0.273 -0.517
C -0.963 -1.993 3.130 -0.409 -0.144 0.316
N -1.156 -1.175 2.123 0.172 -0.341 0.349
C 0.292 -2.726 3.422 0.187 -0.115 0.038
H -2.888 3.044 -2.533 -0.031 -0.078 -0.083
H -3.110 4.538 -1.628 0.034 0.000 -0.008
H -4.518 3.563 -2.066 -0.001 0.020 -0.078
H -4.634 0.928 2.291 -0.089 0.011 0.224
H -4.229 -0.886 3.357 -0.232 0.121 -0.051
H 0.454 -2.782 4.497 0.082 0.018 -0.012
H 1.149 -2.238 2.959 0.002 -0.039 0.046
H 0.225 -3.752 3.057 0.066 -0.017 -0.043
C 5.334 0.954 -2.482 -0.037 -0.292 0.037
C 5.225 -0.564 -2.328 -0.173 0.173 -0.239
N 6.060 -1.069 -1.261 0.083 0.017 -0.084
C 7.493 -0.785 -1.316 0.325 0.032 0.290
C 7.928 0.275 -0.312 -0.033 -0.147 -0.129
C 5.659 -1.928 -0.310 -0.413 -0.002 0.059
O 6.383 -2.373 0.555 0.238 -0.177 0.165
C 4.224 -2.411 -0.286 -0.192 -0.191 0.192
C 3.977 -3.765 -0.507 -0.167 0.368 0.080
C 2.707 -4.259 -0.258 -0.061 0.105 0.001
C 1.723 -3.393 0.187 -0.004 -0.269 0.044
N 1.947 -2.091 0.396 0.439 -0.220 0.035
C 3.179 -1.622 0.174 0.516 -0.011 -0.103
H 4.576 1.315 -3.172 -0.067 0.055 -0.110
H 6.303 1.234 -2.884 0.072 0.084 -0.010
H 5.213 1.450 -1.521 -0.007 0.070 0.075
H 5.515 -1.038 -3.274 -0.102 -0.012 0.053
H 4.190 -0.850 -2.114 0.175 0.014 -0.108
H 7.739 -0.485 -2.334 -0.025 -0.064 -0.033
H 8.019 -1.716 -1.086 -0.034 0.085 -0.144
H 7.439 1.228 -0.492 -0.039 0.125 -0.039
H 9.001 0.419 -0.391 0.133 0.073 0.031
H 7.702 -0.056 0.697 -0.010 -0.018 0.099
H 4.773 -4.412 -0.844 0.079 -0.081 0.012
H 2.490 -5.307 -0.399 -0.089 -0.029 0.012
H 0.724 -3.756 0.403 0.028 0.019 -0.031
H 3.346 -0.579 0.403 -0.021 0.082 -0.013
```
Forces are in eV/Å.

Results
- highest occupied orbital energy (eV) = -12.00
- charge = +2
- gap between HOMO and LUMO (eV) = 7.02
- E (Eh) = -2726.16042
- LUMO level (eV) = -4.98

Look up the E of the first one.
-9986.23084 Eh